Computed, not measured: a molecular structure, C2H8NO6P2Se3TeZr in a non-equilibrium geometry, with ωB97M-V/def2-TZVPD.

For the HOMO energy, the calculation gives -10.9 eV. The value obtained for the orbital gap is 0.25108 Ha. The calculation puts the lowest unoccupied orbital energy at -4.022 eV. The energy above the lowest of the compared OMol25 structures with the same formula, charge and spin comes out at 112.75 kJ/mol. Its total charge is +1. For the max |F|, the calculation gives 3.16 eV Å⁻¹.

CARTESIAN COORDINATES (ANGSTROEM)
Zr  -1.398  0.187  0.437
N  -0.304  3.347  -2.051
C  -1.649  2.868  -1.615
C  -2.773  3.682  -2.208
P  -1.720  1.043  -1.997
O  -1.779  1.084  -3.575
O  -2.851  0.374  -1.286
O  -0.424  0.477  -1.433
P  -1.553  2.822  0.242
O  -1.677  4.352  0.598
O  -2.584  1.910  0.861
O  -0.197  2.222  0.504
H  -0.162  3.221  -3.063
H  0.398  2.780  -1.524
H  -0.158  4.338  -1.806
H  -2.800  3.601  -3.295
H  -2.694  4.733  -1.926
H  -3.722  3.306  -1.823
H  -2.166  0.323  -4.012
H  -1.639  4.584  1.529
Se  0.754  -0.596  1.616
Se  -0.863  0.347  3.021
Te  -3.070  -1.159  2.441
Se  -2.102  -2.326  0.456